ORCA calculation (wB97M-V/def2-TZVPD) on 8 unconnected molecules or ions with the total composition C21H37NO7S in a non-equilibrium geometry.

Output
- total charge = 0
- electronic energy (eV) = -49025.7385
- M (g/mol) = 447.59
- max |F| (eV/A) = 4.44
- structure (SMILES) = C#Cc1ccc2c(c1)Sc1ccccc1N2.CO.CO.CO.CO.CO.CO.CO
- E_LUMO (eV) = -0.10
- HOMO level (eV) = -8.3

Positions of all 67 atoms, in Å:
1 C -2.86 4.78 1.35
2 C -2.27 3.66 1.42
3 C -1.43 2.37 1.58
4 C -0.85 1.96 2.91
5 C 0.00 0.73 3.06
6 C 0.31 -0.18 1.90
7 C -0.30 0.23 0.57
8 C -1.13 1.45 0.42
9 S 0.13 -0.89 -0.83
10 C 1.89 -1.27 -0.45
11 C 2.95 -1.36 -1.49
12 C 4.36 -1.65 -1.03
13 C 4.69 -1.81 0.43
14 C 3.60 -1.73 1.46
15 C 2.18 -1.46 1.02
16 N 1.11 -1.38 2.01
17 H -3.43 5.67 0.97
18 H -1.01 2.59 3.83
19 H 0.44 0.45 4.07
20 H -1.53 1.69 -0.61
21 H 2.67 -1.22 -2.57
22 H 5.13 -1.73 -1.85
23 H 5.78 -1.99 0.72
24 H 3.78 -1.87 2.56
25 H 1.55 -1.47 2.93
26 C -0.77 -4.66 -1.89
27 O -1.49 -3.83 -2.79
28 H -1.28 -5.63 -1.82
29 H 0.25 -4.82 -2.26
30 H -0.74 -4.20 -0.90
31 H -1.02 -2.99 -2.84
32 C -2.73 -7.32 0.58
33 O -1.53 -7.58 -0.13
34 H -3.58 -7.60 -0.05
35 H -2.76 -7.92 1.50
36 H -2.80 -6.26 0.83
37 H -0.80 -7.33 0.44
38 C 9.23 -0.95 0.17
39 O 7.85 -1.31 0.17
40 H 9.82 -1.86 0.17
41 H 9.45 -0.36 -0.73
42 H 9.46 -0.36 1.06
43 H 7.34 -0.49 0.17
44 C -5.00 5.39 -1.91
45 O -4.44 6.68 -1.65
46 H -5.44 5.01 -1.00
47 H -5.77 5.48 -2.68
48 H -4.21 4.72 -2.25
49 H -4.05 7.00 -2.47
50 C -5.28 1.86 3.35
51 O -5.41 3.06 2.60
52 H -6.27 1.50 3.61
53 H -4.76 1.10 2.76
54 H -4.72 2.05 4.27
55 H -4.52 3.37 2.38
56 C 4.63 2.32 -2.55
57 O 3.74 1.98 -1.50
58 H 4.57 3.39 -2.73
59 H 5.66 2.06 -2.27
60 H 4.35 1.78 -3.46
61 H 3.82 1.03 -1.36
62 C -4.74 1.49 -1.54
63 O -3.84 2.52 -1.92
64 H -5.65 1.58 -2.13
65 H -4.28 0.51 -1.73
66 H -4.99 1.58 -0.48
67 H -3.04 2.42 -1.38



ORCA calculation (wB97M-V/def2-TZVPD) on a molecular structure, C21H38As5F30N5O3 in a non-equilibrium geometry.

Output
- total charge = 0
- electronic energy (eV) = -421718.1529
- M (g/mol) = 1353.12
- max |F| (eV/A) = 1.95
- E_LUMO (eV) = -4.34
- HOMO level (eV) = -10.5

Positions of all 102 atoms, in Å:
1 C 8.66 6.78 25.22
2 C 8.79 6.75 23.75
3 O 9.68 7.13 23.08
4 N 7.63 6.04 23.04
5 H 8.08 5.46 22.34
6 H 7.06 5.47 23.67
7 C 6.78 7.10 22.39
8 H 7.61 6.77 25.54
9 H 9.19 7.62 25.65
10 H 9.05 5.82 25.58
11 H 6.06 6.62 21.73
12 H 7.35 7.85 21.86
13 H 6.21 7.58 23.19
14 C 8.35 16.91 23.81
15 C 9.16 16.56 22.62
16 O 8.77 16.34 21.53
17 N 10.65 16.64 22.88
18 H 11.00 17.60 22.94
19 H 10.81 16.22 23.81
20 C 11.46 15.90 21.86
21 H 7.29 16.82 23.58
22 H 8.50 17.96 24.08
23 H 8.50 16.29 24.70
24 H 12.52 16.09 22.01
25 H 11.09 16.18 20.88
26 H 11.41 14.83 22.06
27 C 10.06 10.53 24.47
28 C 10.81 11.53 23.66
29 O 10.31 12.45 23.10
30 N 12.30 11.56 23.69
31 H 12.64 12.34 24.29
32 H 12.73 10.72 24.13
33 C 12.88 11.66 22.29
34 H 10.20 10.65 25.54
35 H 10.32 9.53 24.11
36 H 9.01 10.67 24.24
37 H 12.57 10.79 21.73
38 H 13.95 11.74 22.38
39 H 12.37 12.51 21.85
40 C 14.02 -1.50 23.75
41 N 13.78 -0.10 23.29
42 C 14.79 0.75 23.04
43 C 14.53 2.03 22.65
44 C 13.23 2.45 22.41
45 C 12.23 1.48 22.44
46 C 12.53 0.24 22.91
47 C 12.96 3.86 22.06
48 C 13.62 4.87 22.76
49 C 13.36 6.17 22.43
50 N 12.58 6.48 21.40
51 C 11.88 5.55 20.75
52 C 12.03 4.22 21.09
53 C 12.47 7.93 21.00
54 H 13.43 -2.15 23.12
55 H 13.64 -1.55 24.77
56 H 15.08 -1.69 23.72
57 H 15.80 0.42 23.24
58 H 15.36 2.72 22.52
59 H 11.22 1.70 22.12
60 H 11.78 -0.53 23.08
61 H 14.34 4.61 23.53
62 H 13.82 7.00 22.95
63 H 11.30 5.80 19.87
64 H 11.46 3.48 20.55
65 H 11.41 8.10 20.83
66 H 13.02 8.03 20.07
67 H 12.83 8.54 21.81
68 As 12.71 7.77 26.06
69 F 13.89 8.43 27.08
70 F 11.49 8.63 26.89
71 F 11.50 7.12 24.95
72 F 13.96 6.91 25.19
73 F 12.51 6.36 27.04
74 F 12.87 9.12 24.93
75 As 16.23 9.29 21.77
76 F 15.49 9.69 23.29
77 F 14.89 10.00 20.93
78 F 16.92 8.84 20.25
79 F 17.62 8.65 22.58
80 F 15.42 7.75 21.80
81 F 17.04 10.82 21.76
82 As 6.49 9.77 26.43
83 F 6.78 9.60 24.69
84 F 7.06 11.39 26.37
85 F 6.23 9.92 28.11
86 F 5.85 8.14 26.36
87 F 8.08 9.14 26.71
88 F 4.90 10.35 26.09
89 As 11.84 13.45 18.81
90 F 10.93 12.47 17.72
91 F 10.58 13.32 20.01
92 F 12.75 14.39 19.98
93 F 13.09 13.59 17.65
94 F 11.11 14.92 18.25
95 F 12.55 12.00 19.44
96 As 12.08 14.44 26.41
97 F 11.14 15.14 25.09
98 F 11.07 13.04 26.40
99 F 13.08 13.79 27.62
100 F 13.09 15.84 26.30
101 F 11.01 15.16 27.54
102 F 13.09 13.67 25.18